18
Properties=species:S:1:pos:R:3:forces:R:3:mulliken_charge:R:1 method="wB97M-V/def2-TZVPD" smiles="CCCC(=O)NC" e_tot_ha=-327.0457 e_above_lowest_ev=2.331 total_charge=0
C 1.668 1.516 -0.303 2.3 -3.2 -1.2 -1.140
C 0.229 1.144 -0.435 -3.3 0.6 1.0 -0.193
C -0.383 -0.012 -1.328 1.7 -0.9 5.0 -0.749
C 0.154 -1.263 -0.638 -1.1 -0.6 -1.2 0.418
O 0.945 -1.971 -1.288 -1.4 0.6 2.6 -0.626
N -0.472 -1.594 0.637 2.3 -1.6 -2.7 -0.110
C -1.252 -0.801 1.566 -2.2 -0.4 0.5 -0.791
H 1.737 2.517 0.114 0.5 -0.1 0.0 0.352
H 2.133 0.683 0.366 -0.5 1.8 -0.6 0.250
H 2.325 1.312 -1.265 -1.5 1.1 1.6 0.271
H -0.460 1.880 -0.813 0.6 1.7 -0.2 0.367
H -0.199 1.116 0.666 1.0 -0.5 -2.2 0.152
H -1.439 0.000 -1.114 -0.5 0.2 -0.6 0.325
H -0.065 -0.082 -2.314 0.3 0.4 -1.8 0.399
H -0.292 -2.613 0.709 -0.4 1.1 1.0 0.247
H -0.653 -0.425 2.469 -0.8 -0.2 -1.5 0.240
H -1.807 0.008 0.985 1.0 -0.8 1.1 0.299
H -2.170 -1.413 1.988 2.0 0.8 -0.7 0.286